Here is a molecular structure, C30H43As3N3O3PRuS from the OMol25 dataset. Energies are from ωB97M-V/def2-TZVPD.

Geometry (Å):
1 Ru -0.47744 0.31895 -0.73307
2 C -2.37022 -3.21103 -1.20865
3 As -1.06651 -2.25134 -0.14112
4 C -1.81107 -2.53230 1.62706
5 C 0.50616 -3.40186 -0.07110
6 C 1.39346 -3.57035 -1.30899
7 C 0.54616 -3.84661 -2.55230
8 C 2.29932 -2.36128 -1.57425
9 As 1.56466 -0.65564 -2.18514
10 C 1.22486 -0.88164 -4.08349
11 C 3.24634 0.30713 -2.28023
12 C 2.29566 -4.81560 -1.11166
13 As 3.52887 -5.26068 0.38902
14 C 2.31724 -5.39405 1.93281
15 C 4.37309 -3.55288 0.86274
16 H -2.21605 -3.06318 -2.27282
17 H -3.35321 -2.83185 -0.93451
18 H -2.30437 -4.27279 -0.96291
19 H -1.41514 -3.47017 2.01926
20 H -2.89312 -2.59427 1.53132
21 H -1.54051 -1.71686 2.28919
22 H 0.09806 -4.37871 0.21065
23 H 1.09119 -3.04244 0.77776
24 H -0.08356 -2.99687 -2.82106
25 H -0.10811 -4.70474 -2.39655
26 H 1.18678 -4.06791 -3.40725
27 H 3.00921 -2.61732 -2.36951
28 H 2.88304 -2.10528 -0.69312
29 H 2.03389 -1.45977 -4.53119
30 H 1.19515 0.10766 -4.54094
31 H 0.27582 -1.37951 -4.26058
32 H 3.95648 -0.33700 -2.80224
33 H 3.60673 0.51966 -1.27572
34 H 3.13642 1.23079 -2.84495
35 H 2.93656 -4.90216 -1.99572
36 H 1.65066 -5.70217 -1.14172
37 H 1.44621 -5.99412 1.66966
38 H 1.99614 -4.43025 2.31908
39 H 2.85749 -5.91921 2.72075
40 H 4.93518 -3.16435 0.01377
41 H 5.08578 -3.77613 1.65717
42 H 3.67893 -2.79694 1.23180
43 N 1.01760 2.58706 -1.47291
44 C 0.78422 3.80503 -0.75934
45 C 1.36632 4.99999 -1.16863
46 C 1.15811 6.15833 -0.44093
47 C 0.37315 6.13684 0.70684
48 C -0.23356 4.95670 1.09383
49 C -0.04234 3.78865 0.35496
50 P -1.11042 2.35787 0.63576
51 C -1.17408 2.00573 2.39491
52 C -0.09314 2.33777 3.20979
53 C -0.08985 1.95106 4.54018
54 C -1.15557 1.22889 5.05754
55 C -2.22222 0.87761 4.24159
56 C -2.23064 1.25601 2.90826
57 C -2.71694 3.03572 0.11699
58 C -3.72128 3.41036 1.00134
59 C -4.88582 3.99259 0.51933
60 C -5.04928 4.20659 -0.83994
61 C -4.03844 3.85274 -1.72428
62 C -2.87634 3.27295 -1.24761
63 H 1.38814 2.78062 -2.39863
64 H 1.71194 2.04285 -0.96252
65 H 2.00090 5.01525 -2.04562
66 H 1.61931 7.08132 -0.76367
67 H 0.21805 7.03971 1.27931
68 H -0.88798 4.94322 1.95670
69 H 0.74355 2.89582 2.80892
70 H 0.74921 2.20907 5.17175
71 H -1.15347 0.93501 6.09768
72 H -3.04748 0.30554 4.64113
73 H -3.04289 0.94075 2.26333
74 H -3.60544 3.26361 2.06539
75 H -5.66367 4.28060 1.21200
76 H -5.96026 4.65505 -1.21126
77 H -4.15569 4.02908 -2.78446
78 H -2.08557 3.01053 -1.94785
79 O 0.23239 -0.40668 1.55301
80 N 1.45432 -0.18211 1.37662
81 O 2.30989 -0.70384 2.03167
82 O 1.71979 0.58165 0.40333
83 S -1.93737 0.08864 -2.78979
84 C -2.92543 0.00890 -1.43366
85 N -3.45796 -0.05800 -0.40237

Values from the calculation:
E_tot: -247631.9100 eV
Kohn-Sham gap (spin up / spin down): 8.6473 / 5.9459 eV
E_HOMO (spin up / spin down): -10.574 / -10.653 eV
E_LUMO (spin up / spin down): -1.9 / -4.7 eV
<S²>: 8.767
Total charge: +1
2S+1: 6

Atomic partial charges in e from the Löwdin method, atoms 1 to 4: atom 1 (Ru): 0.86, atom 2 (C): -0.28, atom 3 (As): 1.11, atom 4 (C): -0.24